# 1
Below is the ion C2H2I2NO with charge -1 in a non-equilibrium geometry, with properties calculated with ωB97M-V with the def2-TZVPD basis set.

Its energy above the lowest of the compared OMol25 structures with the same formula, charge and spin is 39.8 kcal per mole. The HOMO energy (spin up / spin down) comes out at -3.74 / -3.74 eV. As for the total energy: -802.6974 Eh. The charge is -1.

The geometry in XYZ format:
```
8
C2H2I2NO (ωB97M-V with the def2-TZVPD basis set)
C 0.614 0.352 0.247
O -1.365 0.881 1.610
C -0.458 -0.329 -0.530
H -0.718 -1.344 -0.605
I -1.077 0.331 -2.580
I 2.222 -1.619 0.807
H 1.363 1.019 0.339
N -0.580 0.709 0.711
```


# 2
Below is a structure of composition C43H74GeN5O3PV in a non-equilibrium geometry, with properties calculated with ωB97M-V with the def2-TZVPD basis set.

As for the expectation value of S²: 2.0146. Its energy above the lowest of the compared OMol25 structures with the same formula, charge and spin is 58.4 kcal per mole. The HOMO energy (spin up / spin down) comes out at -9.87 / -10.35 eV. Its spin multiplicity is 3. As for the total energy: -5544.5409 Eh. The charge is +1.

The geometry in XYZ format:
```
128
C43H74GeN5O3PV (ωB97M-V with the def2-TZVPD basis set)
H -2.590 -4.704 3.474
C -2.504 1.847 0.876
C -2.820 1.470 -0.541
C -1.922 5.829 0.003
H -3.895 1.252 -0.597
H 2.262 -5.430 1.378
C 2.917 1.686 1.606
H -1.112 7.595 0.908
H -2.765 -1.111 -4.947
H 2.897 0.321 -3.476
H 3.537 2.368 -4.016
H -2.277 0.545 -0.759
H 2.535 -2.515 -0.304
H 4.045 0.982 -0.083
C -1.603 -2.635 -2.165
C -0.354 -5.817 2.319
H 1.906 -1.414 2.945
H -0.573 -0.503 3.636
H -1.383 -5.971 2.004
H -0.848 -4.039 5.032
C -0.897 6.670 0.391
C 1.449 2.659 -4.502
C 0.502 3.819 -4.779
C 1.804 -4.614 1.940
H 0.919 4.459 -5.556
C -1.620 4.649 -0.673
H -0.042 -0.885 5.276
H 3.919 -2.693 -1.395
O 1.464 -0.391 -1.378
C 0.155 -3.633 4.933
H 2.285 -3.686 1.630
C 3.445 -0.274 -2.755
H 2.420 -2.887 3.773
H -1.529 2.694 4.455
H -1.557 -1.536 4.679
H 4.591 1.520 2.956
H 4.195 -0.865 -3.283
C 0.620 5.105 -0.544
N -1.254 1.638 1.277
H 0.208 -6.710 2.033
C 1.383 1.645 -5.639
H 0.766 -5.582 -0.215
H 0.836 -4.453 4.714
C -3.485 2.347 1.727
C -2.314 -1.248 -3.973
H -3.859 -3.517 0.867
C -0.540 -1.288 4.391
C 2.409 3.004 2.178
H -4.498 2.477 1.369
C 2.870 3.178 -4.312
O 1.803 0.886 1.220
C -1.182 -1.483 -1.521
H -3.468 2.838 -3.402
H -0.731 -1.527 -0.535
C -3.152 2.667 3.033
H -2.565 -4.699 0.886
C 0.411 6.309 0.101
H -3.936 1.335 -2.642
C -2.275 -2.953 2.192
C 3.241 -1.971 -0.938
C -0.938 1.953 2.530
H -3.768 -1.486 1.673
N -1.294 -0.268 -2.049
C -2.771 -1.495 2.120
C 0.295 -4.606 1.642
H 3.216 2.515 -0.375
H -3.990 -3.663 3.256
C 1.725 -2.054 3.810
C -2.905 -3.665 3.392
C -3.077 1.991 -2.840
H -1.129 1.799 -3.692
C 0.166 -4.729 0.112
H -2.500 -3.387 -3.971
N -2.466 2.442 -1.592
H -2.955 6.082 0.208
H 1.211 -2.878 -2.472
H 0.361 4.412 -3.874
C 1.839 -2.154 -2.992
H 0.443 -3.229 5.907
H 0.420 1.131 -5.621
H 2.890 3.951 -3.541
O 1.071 2.010 -3.280
C -1.843 2.472 3.445
H 3.118 0.722 3.531
H 0.545 -3.836 -0.383
H 4.679 2.474 0.631
H 1.222 -1.607 -3.707
H 1.244 6.943 0.367
N -0.365 4.287 -0.923
H 3.959 0.403 -2.072
P -0.386 -2.936 2.171
H 3.829 -1.302 -0.305
H 3.238 3.613 -5.242
H 2.605 -2.701 -3.543
H -2.118 -0.887 1.496
H 0.089 1.764 2.817
H 2.174 0.902 -5.557
H -0.469 3.463 -5.123
H -0.334 -5.755 3.404
H 1.577 3.377 1.580
H -3.898 3.058 3.712
H -3.070 4.369 -2.141
C 3.769 1.934 0.368
C -2.078 1.260 -3.719
C 0.256 -2.507 3.899
H -2.848 -1.027 3.099
H 1.487 2.150 -6.600
H 4.082 -0.020 2.241
V 0.924 -0.401 0.541
H -3.611 3.906 -0.553
C 2.485 -1.188 -2.007
C -2.773 -3.634 0.909
H -1.481 -3.601 -1.695
C -2.168 -2.512 -3.427
C 3.728 0.929 2.649
H -0.851 -4.901 -0.220
H -2.353 -3.165 0.018
H -2.446 1.268 -4.747
H 1.960 -1.475 4.706
H -2.701 -3.168 4.336
N 0.099 -1.845 1.129
C -1.874 -0.146 -3.248
Ge 0.348 1.435 -1.804
H 2.073 2.892 3.210
H 3.208 3.747 2.165
H 2.015 -4.788 2.993
C -2.762 3.832 -1.244
H 1.626 4.771 -0.778
```


# 3
Below is the ion C4H13N2Si with charge +1 in a non-equilibrium geometry, with properties calculated with ωB97M-V with the def2-TZVPD basis set.

Its energy above the lowest of the compared OMol25 structures with the same formula, charge and spin is 49.9 kcal per mole. The HOMO energy comes out at -14.35 eV. As for the total energy: -558.9250 Eh. The charge is +1.

The geometry in XYZ format:
```
20
C4H13N2Si (ωB97M-V with the def2-TZVPD basis set)
C -1.464 0.230 -0.958
H 2.835 -1.452 0.253
H -1.429 -0.946 2.117
H 3.743 1.066 -0.193
H -2.236 0.325 -0.189
Si -0.263 0.844 0.317
C 1.708 0.362 -0.111
H -0.795 0.490 3.063
H 2.519 2.192 -0.207
H -2.142 0.726 1.899
N 2.705 1.222 -0.024
H -1.607 0.853 -1.759
N 1.913 -1.032 -0.083
C -1.215 0.180 2.118
C -1.290 -1.264 -1.499
H -0.503 -1.766 -0.958
H -1.067 -1.246 -2.575
H -2.311 -1.738 -1.415
H -0.095 2.424 0.209
H 0.993 -1.469 -0.005
```


# 4
Below is a cluster of 2 separate species, C7H10O in total in a non-equilibrium geometry, with properties calculated with ωB97M-V with the def2-TZVPD basis set.

Its energy above the lowest of the compared OMol25 structures with the same formula, charge and spin is 8.7 kcal per mole. The HOMO energy comes out at -9.36 eV. As for the total energy: -347.9494 Eh. The charge is 0.

The geometry in XYZ format:
```
18
C7H10O (ωB97M-V with the def2-TZVPD basis set)
C -1.147 -1.955 -0.639
H 1.758 1.904 1.492
H -0.538 1.445 -0.876
C 0.263 0.544 1.848
H 2.505 1.009 -0.667
H -1.220 -2.956 -0.210
C 1.273 1.023 1.019
H -2.156 -1.538 -0.754
C 0.954 -0.614 -0.611
H -0.043 1.079 2.735
C -0.231 -0.972 0.008
C -0.611 -0.424 1.239
H -0.848 -2.088 -1.679
H -1.525 -0.640 1.789
C 1.693 0.476 -0.185
O -1.000 2.121 -1.396
H 1.088 -1.081 -1.586
H -0.215 2.666 -1.528
```


# 5
Below is a cluster of 15 separate species, C48H80F6N2O36S7 in total in a non-equilibrium geometry, with properties calculated with ωB97M-V with the def2-TZVPD basis set.

As for the expectation value of S²: 0.7586. The HOMO energy (spin up / spin down) comes out at -10.85 / -10.85 eV. Its spin multiplicity is 2. As for the total energy: -8080.9699 Eh. The charge is +1.

The geometry in XYZ format:
```
179
C48H80F6N2O36S7 (ωB97M-V with the def2-TZVPD basis set)
C -4.022 5.204 -2.396
H 0.723 -2.806 -1.751
H -4.260 -2.522 4.849
C -6.022 -0.253 0.550
O 1.672 5.450 2.752
F -2.849 -6.732 0.327
S -1.193 -2.523 4.883
H 2.893 2.640 5.475
C 7.248 3.832 1.535
C -1.187 -0.190 0.287
C -2.026 -0.916 4.332
O -3.742 -4.856 0.984
H -3.953 2.190 -4.108
O -1.230 -2.539 6.308
O 5.205 1.346 -4.193
O 2.522 0.067 3.368
H 1.195 -0.851 -1.948
H 0.984 4.052 5.516
H -1.956 -5.729 -2.222
H -3.835 3.677 -4.876
O 0.707 0.772 5.007
H -1.134 -1.272 0.412
O -4.452 -4.312 -0.934
C 3.332 1.644 5.412
O -0.119 2.238 -5.855
H 2.187 0.106 7.623
O 2.048 2.489 -6.589
H -5.697 4.334 -1.344
H -2.743 -1.473 2.314
H -3.632 5.585 -1.452
H 3.564 -1.522 5.538
H 5.220 -2.650 1.077
C 1.068 -3.804 -2.019
C 5.479 1.687 0.983
H -1.885 1.093 -5.763
C -2.483 -3.609 4.203
H -2.128 -4.128 3.313
S -5.811 3.696 -3.666
C -7.364 0.046 -0.088
F -0.530 5.012 4.898
O 1.642 5.848 -1.584
O -3.366 -2.751 0.204
H -1.059 -4.619 -4.467
C 0.700 -3.957 -3.526
H 7.061 4.282 -0.586
H -5.771 -6.022 -0.631
H 1.903 -1.728 5.960
O 0.391 -6.243 -0.936
H -7.367 0.168 -1.171
H -4.384 -6.310 -1.626
C 6.939 3.422 0.073
C 1.308 -0.009 0.016
O 4.197 -4.383 2.876
H 8.211 3.782 2.043
F 0.238 4.179 -4.038
H 7.774 2.747 -0.119
C 4.982 -3.123 -1.923
H 2.245 0.509 0.217
H 1.470 -4.331 -4.200
C -3.517 -1.630 -5.092
H 1.114 -4.604 2.800
H -4.638 -6.723 1.173
H -4.557 0.944 1.703
H -6.209 5.795 -2.276
O -1.476 1.509 -1.908
H -4.970 1.573 0.162
C 2.545 4.991 -2.025
H -3.297 -2.157 -6.021
O 3.732 0.449 -3.010
H 4.317 -0.056 -5.936
F 4.215 -1.321 0.225
C 3.909 1.030 6.746
H -3.652 -2.323 -4.262
H 5.052 -1.362 -5.006
C 3.098 -0.235 7.129
C 6.320 -1.815 -0.648
H 1.446 -1.057 0.282
C 0.598 4.218 -2.688
N -4.709 -0.718 -5.228
H 0.543 6.295 -3.194
H 4.530 1.234 1.270
C -0.858 1.117 -5.399
O 6.949 1.711 3.180
H 6.621 4.709 1.696
N 4.476 0.426 -3.954
C 0.842 0.061 -1.468
S 6.083 2.626 2.465
C -4.732 -5.725 -0.775
C -0.497 -4.877 -3.570
S -0.107 -4.863 -1.048
O 0.434 3.695 3.443
O 0.887 4.120 1.177
H -2.246 4.241 -3.023
H 3.321 -1.156 -4.844
H -3.837 -0.622 3.366
H 6.199 0.876 0.875
H 3.579 -0.939 7.809
C 4.255 -0.618 -5.004
H -6.669 1.261 2.697
H -2.692 -4.490 4.811
H -3.210 3.200 -1.946
H -0.962 1.282 -4.327
H 4.761 3.477 -0.119
H -1.305 -0.225 3.895
O 6.032 -2.212 -1.993
C 2.076 -5.079 2.993
H 1.252 0.938 -1.969
H 2.116 -3.906 -1.738
C 0.631 4.499 4.587
O 1.147 0.402 -5.990
H -6.099 -0.753 1.515
H -6.279 2.855 2.175
S -1.090 0.159 -1.535
C 5.590 2.768 -0.126
C 1.635 5.616 4.183
C -0.140 -0.111 -5.752
O 0.017 -2.541 4.132
O 2.594 -4.676 4.267
H 4.926 0.732 6.492
H 1.338 6.654 4.334
H 2.593 5.317 4.608
S 2.085 0.351 4.748
H 0.478 -3.000 -3.997
C -3.742 -3.913 0.069
H 3.156 -4.884 1.096
O -5.791 -1.021 -4.752
H -8.135 -0.709 0.070
C -5.398 1.051 1.018
C -3.082 -1.408 3.348
H -2.721 -0.943 -4.805
O 1.954 3.991 -2.662
C 3.004 -4.424 2.072
C 0.060 0.475 0.928
O -1.678 -0.977 -2.269
H -0.044 3.506 -2.170
H -0.420 6.126 -1.791
C 3.887 -4.537 4.143
C -1.314 -4.861 -2.370
H 5.621 2.299 -1.109
C 2.686 -0.974 5.881
H 3.897 1.715 7.594
C -4.014 -6.130 0.505
H -3.819 5.986 -3.128
O 4.692 -4.358 5.073
H -2.376 -0.424 5.240
H -0.027 1.561 0.985
O 4.552 -3.338 -0.708
O 4.968 3.277 3.092
O -7.876 2.667 -0.410
O -0.520 -4.115 0.172
S -7.921 1.686 0.681
H -1.824 -3.901 -2.287
O 4.503 -3.576 -2.966
C -3.253 3.902 -2.778
C -4.020 3.256 -3.888
H 0.142 0.007 1.909
C -3.674 -2.728 3.953
F -0.739 -0.556 -6.858
O 3.759 5.086 -1.790
H 2.169 -6.165 2.984
O -6.246 4.451 -4.801
H -4.317 -3.172 3.192
C 5.082 -2.284 0.060
C -6.425 1.840 1.806
H 7.252 -2.192 -0.228
C 1.036 4.394 2.342
C 0.474 5.725 -2.268
O -9.138 1.459 1.439
H -0.136 -0.932 -5.035
H -0.044 -5.865 -3.656
O -6.549 2.493 -3.256
H 4.124 1.616 4.664
F 2.680 -3.144 1.721
O -4.524 0.323 -5.897
H -2.176 0.180 0.558
C 1.138 1.795 -6.181
C -5.546 4.931 -2.243
H -5.355 -0.796 -0.120
H 6.513 -0.746 -0.561
```